Entry 1:
ORCA calculation (wB97M-V/def2-TZVPD) on a molecular structure, C51H56Br2N7O2Y.

```
119
Properties=species:S:1:pos:R:3:forces:R:3:mulliken_charge:R:1
Y -0.132 0.180 -0.865 0.3449 -0.3422 -0.7777 -1.84
C 2.949 -1.868 -2.964 0.0445 -0.0264 0.0793 -0.50
C 2.253 -3.158 -2.524 -0.0991 0.1116 -0.0473 -0.89
C 1.115 -2.951 -1.520 -0.0850 -0.0642 0.1201 -0.20
N 0.119 -1.985 -1.984 0.1597 0.2062 0.1106 1.51
C -0.622 -2.323 -3.017 0.0800 -0.1044 -0.1721 -0.15
C -0.843 -3.671 -3.407 -0.0744 -0.0124 0.0338 -0.36
C -1.430 -4.243 -4.521 0.0542 0.0709 -0.0580 -0.72
C -1.836 -3.656 -5.711 0.0137 -0.0820 0.0212 -0.81
C -1.815 -2.293 -5.958 -0.0394 0.0614 0.0861 -0.60
C -1.603 -1.238 -5.090 0.0566 -0.0729 -0.0373 -1.21
C -1.303 -1.193 -3.696 -0.1179 -0.0153 -0.0584 0.75
N -1.492 -0.126 -2.958 0.1574 0.1254 0.3240 1.71
C -2.242 0.962 -3.564 -0.0345 0.0301 0.0793 -1.74
C -1.349 2.020 -4.210 -0.0716 -0.0711 0.0147 -0.53
C -0.665 2.844 -3.134 0.0319 0.0272 0.0592 -1.94
N 0.331 2.093 -2.386 -0.0822 -0.3523 0.1399 1.66
C 1.588 2.359 -2.596 0.1089 0.0573 0.0962 0.27
C 2.074 3.118 -3.710 0.0414 0.0209 -0.0050 -1.19
C 3.215 3.870 -3.860 -0.0767 0.0350 0.0643 -0.45
C 4.225 4.133 -2.935 0.0316 -0.0008 0.0319 -0.62
C 4.390 3.460 -1.741 -0.0120 -0.0472 -0.0826 -0.61
C 3.720 2.343 -1.257 -0.0462 -0.0432 0.0091 -0.31
C 2.561 1.674 -1.702 0.1785 -0.0125 -0.1534 0.55
N 2.187 0.472 -1.294 -0.5490 -0.1478 0.1309 1.86
C 3.181 -0.466 -0.786 -0.0534 0.0013 0.0218 -0.72
C 3.874 -1.221 -1.930 -0.0827 0.0698 -0.0165 -1.51
H 2.195 -1.139 -3.269 0.0181 0.0131 -0.0676 0.05
H 3.546 -2.089 -3.852 0.0056 -0.0134 -0.0074 0.34
H 2.983 -3.838 -2.074 -0.0217 -0.0163 -0.0053 0.55
H 1.858 -3.652 -3.416 0.0058 -0.0494 0.0085 0.46
H 1.517 -2.594 -0.585 0.0097 -0.0057 0.0923 -0.90
H 0.672 -3.921 -1.268 -0.0177 -0.0281 0.0260 0.33
H -0.511 -4.391 -2.669 0.0072 0.0033 -0.0203 0.36
H -1.519 -5.324 -4.478 0.0305 0.0019 0.0059 0.38
H -2.150 -4.311 -6.514 -0.0033 0.0091 0.0150 0.37
H -2.041 -1.995 -6.978 -0.0234 0.0131 0.0058 0.38
H -1.684 -0.268 -5.558 0.0000 0.0027 -0.0065 0.29
H -2.819 1.454 -2.772 -0.0123 -0.0086 0.0022 0.27
H -2.967 0.583 -4.289 -0.0818 -0.0453 0.0422 0.67
H -1.965 2.676 -4.832 0.0201 0.0106 0.0028 0.41
H -0.602 1.544 -4.852 -0.0233 0.0150 -0.0279 0.41
H -1.450 3.147 -2.434 0.0199 0.0853 0.0645 0.20
H -0.244 3.762 -3.545 0.0228 0.0263 0.0056 0.92
H 1.414 3.110 -4.569 -0.0019 -0.0124 -0.0112 0.37
H 3.308 4.372 -4.818 -0.0178 0.0042 -0.0028 0.37
H 4.954 4.893 -3.189 -0.0132 -0.0055 -0.0015 0.34
H 5.212 3.800 -1.119 0.0088 -0.0384 0.0045 0.37
H 4.141 1.923 -0.352 0.0321 0.0009 -0.0176 0.08
H 2.683 -1.173 -0.120 0.0556 0.0040 0.0065 -0.36
H 3.961 0.018 -0.190 -0.0081 0.0162 0.0908 0.94
H 4.527 -1.981 -1.485 0.0387 0.0145 -0.0356 0.52
H 4.515 -0.505 -2.453 0.0343 -0.0061 0.0355 0.45
Br -6.780 -1.124 -3.723 -0.0293 -0.0153 0.0086 -0.16
C -5.415 -1.074 -2.425 -0.0262 0.0476 0.0011 -0.37
C -4.433 -2.045 -2.409 -0.0470 -0.0058 -0.0390 -0.83
C -3.418 -1.901 -1.480 0.1872 -0.1267 0.1845 -0.29
N -3.329 -0.894 -0.614 0.0841 -0.0866 0.1258 -0.02
C -4.325 -0.011 -0.599 -0.0369 -0.0077 -0.0669 0.83
C -5.392 -0.054 -1.491 0.0050 0.0049 -0.0607 -0.90
C -4.290 1.050 0.443 0.0573 0.0194 -0.0247 0.06
C -5.463 1.350 1.130 -0.0509 -0.0496 -0.0560 -0.87
C -5.417 2.333 2.096 -0.0661 0.0144 0.0608 -0.17
Br -6.962 2.752 3.090 -0.0258 0.0126 -0.0044 -0.16
C -4.234 3.000 2.337 0.0696 0.0350 0.0299 -0.97
C -3.124 2.628 1.595 0.0710 -0.1572 -0.1912 -0.13
N -3.129 1.662 0.671 -0.0482 0.0811 0.0528 0.41
H -4.436 -2.871 -3.107 0.0422 0.0168 0.0000 0.51
H -2.627 -2.641 -1.434 0.0170 0.0688 -0.0490 0.78
H -6.157 0.709 -1.476 0.0066 -0.0188 -0.0152 0.63
H -6.377 0.811 0.924 0.0204 -0.0045 0.0219 0.64
H -4.169 3.784 3.077 0.0173 0.0018 -0.0130 0.47
H -2.185 3.141 1.734 0.2137 0.0126 0.0320 0.28
C -0.301 0.730 3.479 0.0587 0.1392 -0.0360 -1.17
N 1.171 0.502 3.502 0.0110 1.5364 -0.4223 1.94
C 1.773 1.086 4.725 -0.1616 0.1248 -0.0970 -1.12
C 1.902 0.946 2.230 0.0658 0.3895 -0.1163 0.19
C 1.388 2.232 1.625 0.1720 -0.3492 0.4397 -0.07
C 1.955 3.437 2.063 -0.0249 -0.0269 -0.0085 -0.06
C 1.500 4.647 1.569 -0.1099 -0.1415 -0.0853 -1.32
C 0.458 4.621 0.646 0.1002 -0.0161 0.0950 -1.13
C -0.067 3.406 0.225 -0.2219 0.1114 0.0939 -1.46
C 0.374 2.143 0.661 -0.1073 0.2077 0.2625 3.12
H -0.738 0.155 4.293 0.0414 0.0190 0.0037 0.66
H -0.696 0.399 2.522 0.0664 0.0075 0.0890 0.08
H -0.491 1.791 3.615 0.0114 0.0434 -0.0452 0.43
H 1.293 -0.517 3.546 -0.2124 0.5590 0.0577 -1.25
H 1.711 2.169 4.657 -0.0001 0.0679 -0.0348 0.37
H 2.812 0.775 4.799 -0.1051 0.1110 -0.0120 0.32
H 1.223 0.736 5.596 -0.0031 -0.0056 -0.0406 0.39
H 1.776 0.122 1.530 0.0942 0.2681 0.1512 -1.89
H 2.952 1.024 2.514 0.0217 -0.0300 0.0646 0.80
H 2.778 3.424 2.774 -0.0204 -0.0202 -0.0105 0.49
H 1.948 5.581 1.885 -0.0077 -0.0088 -0.0107 0.38
H 0.071 5.548 0.237 -0.0020 -0.0092 0.0223 0.48
H -0.888 3.458 -0.480 -0.0226 0.0230 -0.1212 0.37
C 0.214 -2.363 7.721 0.0223 0.0094 -0.0589 -1.44
C 0.417 -2.285 6.230 -0.0105 -0.0128 0.0551 0.74
C -0.626 -2.534 5.344 0.0008 -0.0096 -0.0060 -1.25
C -0.443 -2.496 3.966 -0.0914 -0.0263 -0.0097 1.01
C -1.595 -2.827 3.051 0.0541 -0.0064 0.0054 -1.22
C 0.828 -2.197 3.456 -0.0554 -1.3213 0.2367 0.99
C 1.897 -1.966 4.328 0.3601 -1.0144 0.5015 0.46
C 3.296 -1.677 3.828 0.0509 -0.0874 0.0652 -1.17
C 1.669 -1.996 5.702 0.0491 0.0032 -0.0155 -0.86
C 1.077 -2.205 1.957 0.0151 -0.3648 0.1372 -0.10
O 1.943 -2.972 1.539 -0.1742 0.2874 -0.0893 -0.69
O 0.360 -1.367 1.323 -0.3144 0.4396 -1.1788 0.14
H -0.842 -2.461 7.973 0.0171 0.0157 -0.0118 0.39
H 0.606 -1.475 8.221 -0.0167 -0.0095 -0.0038 0.34
H 0.739 -3.226 8.134 -0.0124 0.0096 -0.0036 0.30
H -1.608 -2.775 5.738 0.0327 0.0058 -0.0203 0.35
H -2.528 -2.892 3.610 0.0264 -0.0098 0.0056 0.39
H -1.421 -3.792 2.567 -0.0019 0.0196 0.0032 0.33
H -1.697 -2.093 2.255 -0.0308 0.0264 0.0258 -0.08
H 3.316 -1.400 2.775 0.0353 -0.0211 0.0452 -0.02
H 3.916 -2.570 3.925 -0.0450 -0.0001 -0.0451 0.33
H 3.763 -0.887 4.423 0.0414 -0.1904 -0.0481 0.36
H 2.498 -1.803 6.379 -0.0213 0.0010 -0.0449 0.39
```
Forces are in eV/Å.

Computed properties:
energy relative to the best compared isomer or geometry (same formula, charge and spin)	0.0	kJ/mol
E_HOMO	-0.235	Eh
gap between HOMO and LUMO	0.2320	hartree

***

Entry 2:
ORCA calculation (wB97M-V/def2-TZVPD) on a molecular structure, C26H42AlBr9CaCl3F8LiN2O7P2.

```
102
Properties=species:S:1:pos:R:3:forces:R:3:mulliken_charge:R:1
C -3.938 -0.039 1.783 0.1719 0.3161 -0.0029 -1.20
C -2.714 0.888 2.079 -0.1318 -0.0154 -0.4672 -0.71
C -1.894 1.253 0.806 -1.0042 -0.1659 0.2786 -0.67
O -1.060 0.164 0.380 0.0541 0.0441 -0.5163 0.27
C 0.212 0.175 1.078 -0.4869 0.1448 1.5768 -2.12
C 1.169 -1.010 0.682 0.5962 1.2133 1.2132 2.43
C 1.850 -1.422 1.982 -2.6668 1.2436 -4.8103 -1.30
N 2.447 -1.771 2.858 2.4098 -1.2966 3.2450 -0.48
C 2.235 -0.346 -0.300 -0.7195 0.3492 0.3223 -0.51
C 3.318 0.511 0.445 -0.4278 -0.0754 -1.0056 -1.18
C 4.705 -0.147 0.542 -0.0449 2.0043 0.0424 0.77
F 5.619 0.875 0.627 -0.0581 -0.2147 0.0848 -0.33
F 5.034 -0.792 -0.597 -0.2000 -0.4094 0.4813 -0.29
F 4.903 -0.890 1.614 -0.0035 -0.5773 -0.3715 -0.23
C 0.444 -2.243 0.063 0.8426 0.9758 -0.4198 2.13
C 0.141 -1.847 -1.380 0.7346 -1.7479 5.4860 -0.87
N -0.162 -1.485 -2.397 -1.2590 1.1519 -3.8378 -0.59
C -0.781 -2.687 0.823 -4.0676 -2.7349 0.9863 -0.78
Cl -1.221 -2.121 2.491 1.8823 -0.4258 -2.0328 0.24
C -1.710 -3.667 0.322 2.6708 0.0171 0.2590 -0.91
C -1.551 -4.414 -1.067 -1.2046 -0.4234 0.6864 -0.51
Cl -3.183 -4.164 1.302 1.8074 0.7934 -1.3939 0.17
P 1.520 -3.848 -0.060 0.4503 -1.9984 -0.9751 0.18
C 3.334 -3.501 -0.123 0.5403 0.4904 0.0726 -0.91
C 1.154 -4.867 1.478 1.0488 1.9359 -0.8069 -1.23
H -4.446 0.196 0.813 0.2677 0.0475 0.4518 0.26
H -3.697 -1.126 1.833 -0.1104 0.5314 0.2519 0.55
H -4.691 0.143 2.575 0.2955 -0.3947 -0.4948 0.42
H -3.120 1.833 2.497 0.3960 -0.5470 -0.0934 0.56
H -2.073 0.373 2.822 -0.2368 0.5811 -0.1701 0.32
H -1.320 2.197 0.925 -0.1205 -0.6760 0.0283 0.37
H -2.635 1.422 -0.013 0.5888 0.0057 0.2850 0.40
H 0.684 1.172 0.913 -0.1364 -0.7197 -0.2067 0.51
H 0.013 0.108 2.178 0.1790 -0.0810 -0.5739 0.69
H 1.633 0.390 -0.876 0.3693 -0.5999 0.1201 0.26
H 2.649 -1.045 -1.043 0.0884 0.2016 0.5701 0.52
H 2.960 0.910 1.415 0.4233 -0.6052 -0.3332 0.48
H 3.468 1.411 -0.189 0.1650 -0.5845 0.3486 0.46
H -2.412 -5.102 -1.219 0.3997 0.4846 0.3318 0.42
H -0.660 -5.070 -1.096 -0.3012 0.7541 0.0171 0.25
H -1.574 -3.740 -1.961 0.3712 -0.2499 0.6185 0.06
H 3.842 -4.491 -0.150 -0.6526 0.3930 0.0763 0.52
H 3.607 -3.022 -1.088 -0.1845 -0.1657 0.6516 0.34
H 3.776 -2.954 0.730 -0.3040 -0.1762 -0.4145 0.21
H 1.059 -4.166 2.324 0.0401 -0.6119 -0.2268 0.42
H 0.221 -5.435 1.366 0.6069 0.2942 -0.2057 0.19
H 2.020 -5.530 1.668 -0.4845 0.3300 -0.2490 0.52
C 8.798 1.355 2.595 -0.1939 -0.0977 -0.1017 -0.17
Br 9.806 0.160 3.726 -0.0735 0.1787 -0.1237 -0.01
Br 7.665 2.534 3.623 0.2089 -0.1040 -0.1124 0.07
Br 9.947 2.340 1.393 -0.0513 -0.1290 0.2107 0.05
H 8.147 0.741 1.985 0.0453 0.0506 0.0794 0.09
F 0.162 -1.058 4.286 -0.7411 0.4969 -0.4765 -0.81
Ca -3.005 -1.893 -0.351 -0.7668 1.2311 0.5190 1.42
C -3.559 3.578 -6.776 -0.3244 0.1014 -0.2976 -0.74
O -3.119 4.216 -5.567 2.2769 -2.7142 -0.1548 -0.28
P -3.103 3.234 -4.195 -5.1714 4.5951 4.3845 0.73
O -4.589 3.192 -3.968 0.8164 -1.1119 -0.8265 -0.69
O -2.378 4.399 -3.323 0.4186 -0.7538 -0.1468 -0.32
C -2.849 5.741 -3.388 0.1615 0.4835 -0.3144 -0.67
O -2.707 2.088 -3.030 1.6191 -0.2336 -2.7778 -0.06
C -1.332 1.970 -2.626 0.2311 -0.1656 0.3587 -0.20
H -3.267 4.205 -7.617 0.0704 0.0328 0.1161 0.24
H -3.096 2.599 -6.890 -0.0544 0.0250 -0.1454 0.32
H -4.644 3.476 -6.766 0.0297 -0.0610 0.0886 0.30
H -3.929 5.783 -3.529 0.0264 -0.1445 -0.0420 0.33
H -2.346 6.270 -4.198 -0.1204 0.0070 -0.0116 0.25
H -2.594 6.233 -2.451 0.0495 -0.2039 0.0615 0.26
H -1.110 2.707 -1.852 -0.0416 0.0820 -0.1729 0.21
H -0.656 2.104 -3.469 0.1127 -0.0404 0.1013 0.53
H -1.183 0.975 -2.207 -0.0255 0.0050 -0.1479 -0.23
Cl -0.397 -5.871 3.304 -1.4203 -0.8141 1.2314 -0.67
F 12.632 5.088 -0.741 -1.3215 0.5188 0.3464 -0.44
Al 12.266 5.617 0.880 1.2913 -0.2583 1.4995 0.67
F 12.288 4.268 1.957 -0.1748 1.0818 -1.0631 -0.36
F 10.664 6.326 0.832 0.3902 -0.6347 -1.3597 -0.46
F 13.411 6.790 1.381 -0.9156 -0.6554 -0.5253 -0.36
C -0.104 -4.271 -4.835 0.1559 -0.0008 0.0891 0.88
Br 0.919 -5.803 -4.265 -0.1659 0.1718 -0.0720 -0.01
Br 0.629 -3.467 -6.429 -0.1112 -0.1020 0.1551 -0.04
Br -1.980 -4.705 -5.050 0.1443 0.0592 0.0433 -0.05
H -0.036 -3.531 -4.045 -0.0085 -0.0376 -0.0865 -0.78
C 7.267 5.816 6.438 0.1178 0.0330 0.0464 -0.34
Br 5.982 5.177 5.144 0.0275 0.0912 0.1407 -0.05
Br 7.491 4.569 7.895 -0.0258 0.1008 -0.1933 0.01
Br 8.952 6.261 5.608 -0.1854 -0.1014 0.0581 0.02
H 6.867 6.730 6.859 0.0116 -0.0957 -0.0499 0.34
O -5.919 -2.827 0.762 0.1819 0.1259 -0.3842 -0.50
C -7.084 -2.527 0.921 -0.2682 0.2698 -0.1673 0.63
O -8.014 -3.474 0.845 0.4148 -0.3278 0.1779 -0.36
C -9.392 -3.284 1.207 -0.4387 0.1428 -0.0853 -0.40
C -10.190 -2.721 0.051 0.1539 0.1203 -0.1568 -0.95
C -7.505 -1.093 1.112 0.0507 0.0895 0.5486 -0.62
H -9.477 -2.679 2.111 0.1113 0.0502 -0.0565 0.37
H -9.771 -4.272 1.461 0.2668 -0.0502 -0.0250 0.30
H -9.831 -1.733 -0.244 -0.0754 0.0290 0.0809 0.28
H -11.244 -2.638 0.318 0.0337 -0.0233 0.0143 0.36
H -10.099 -3.366 -0.824 -0.0543 -0.0584 0.0842 0.30
H -7.608 -0.618 0.137 -0.0435 -0.0199 0.0142 0.27
H -6.728 -0.582 1.680 0.0514 -0.0369 -0.1908 -0.05
H -8.426 -0.976 1.676 -0.1014 -0.0179 -0.1908 0.34
Li 10.206 5.766 -1.409 0.8111 0.0139 1.1309 0.95
```
Forces are in eV/Å.

Computed properties:
E_HOMO	-0.224	Eh
gap between HOMO and LUMO	0.1297	hartree

***

Entry 3:
ORCA calculation (wB97M-V/def2-TZVPD) on 2 unconnected molecules or ions with the total composition C5H11NO2S.

```
20
Properties=species:S:1:pos:R:3:forces:R:3:mulliken_charge:R:1
C -0.815 -3.309 -2.995 0.4607 -0.9464 -1.3949 0.19
C -1.017 -3.038 -1.863 -0.0919 -0.7720 0.4295 -0.51
C -1.195 -2.664 -0.522 -0.5438 1.4013 2.2958 -0.53
C 3.141 0.841 0.719 0.1037 1.1298 -4.4087 -0.90
C 1.959 -0.544 -0.990 -1.6021 -2.4338 0.0974 -0.99
N 1.870 0.338 0.092 -0.0477 1.8157 2.3026 0.01
O 0.522 -0.960 1.913 0.0382 -0.2263 -2.0025 -0.49
O 0.498 1.503 1.868 0.4597 2.0078 1.9023 -0.57
S 0.417 0.418 0.965 0.6038 -2.6291 -2.9295 0.65
H 0.518 -0.671 2.798 0.0779 0.5776 2.0992 0.32
H -0.535 -3.871 -3.838 -0.0126 0.1608 -0.7667 0.42
H -0.276 -2.073 -0.273 -1.3089 0.1443 0.1895 -0.15
H -2.195 -2.143 -0.468 1.3382 0.1846 0.3255 0.24
H -1.245 -3.405 0.305 0.1196 -0.2393 -1.0870 0.30
H 3.530 1.686 -0.048 -0.8530 -1.5022 1.8230 0.27
H 2.783 1.326 1.586 0.6149 0.3217 1.4169 0.37
H 4.010 0.137 0.678 -1.1631 0.1072 0.9269 0.30
H 2.799 -0.315 -1.573 1.2697 0.1010 -0.8430 0.40
H 1.932 -1.589 -0.637 0.9698 -0.0740 -0.1197 0.36
H 1.092 -0.597 -1.638 -0.4330 0.8714 -0.2564 0.32
```
Forces are in eV/Å.

Computed properties:
energy relative to the best compared isomer or geometry (same formula, charge and spin)	446.1	kJ/mol
E_HOMO	-0.340	Eh
gap between HOMO and LUMO	0.3678	hartree

***

Entry 4:
ORCA calculation (wB97M-V/def2-TZVPD) on 2 unconnected molecules or ions with the total composition C2H10NO.

```
14
Properties=species:S:1:pos:R:3:forces:R:3:mulliken_charge:R:1
C -0.577 -1.331 -1.538 -0.3330 -4.5711 0.8407 -0.78
N 0.386 -0.244 -1.452 1.3860 -1.7766 0.9476 -0.22
H 1.069 -0.610 -0.720 -0.7268 1.4873 -1.0882 0.36
H 0.889 -0.012 -2.318 -0.4510 0.0176 0.2679 0.36
H -0.193 0.461 -1.083 0.2685 2.1744 1.0053 0.30
H -0.856 -1.755 -0.457 1.1428 1.0614 -2.1801 0.27
H -0.029 -2.166 -2.123 -1.5646 1.1194 0.9042 0.35
H -1.568 -1.082 -1.903 0.3851 0.3958 -0.7442 0.34
C 0.255 0.554 2.125 -1.1500 -1.9512 1.9896 -0.49
O -0.062 1.057 0.889 0.2881 0.8107 -2.8435 -0.48
H -0.305 1.974 0.886 -0.1240 0.7453 0.4222 0.29
H -0.712 0.637 2.707 1.3991 -0.0909 0.2695 0.27
H 1.147 1.050 2.678 -1.3808 -1.1860 -1.1098 0.25
H 0.286 -0.581 1.857 0.8606 1.7636 1.3188 0.18
```
Forces are in eV/Å.

Computed properties:
energy relative to the best compared isomer or geometry (same formula, charge and spin)	192.8	kJ/mol
total charge	+1
E_HOMO	-0.536	Eh
gap between HOMO and LUMO	0.4010	hartree